Record 1
113
Properties=species:S:1:pos:R:3:lowdin_charge:R:1 method="wB97M-V/def2-TZVPD" largest_force_ev_per_a=7.0 total_charge=0 gap_ev=8.68 energy_ha=-3253.7581
C 4.7109 3.2753 3.6404 -0.1147
C 4.1073 3.0174 2.1017 -0.3606
C 3.2601 1.6184 2.0787 -0.1123
C 3.3896 4.3161 1.4405 -0.1595
C 1.7610 4.3719 1.4780 -0.2711
C 1.0211 3.5111 0.2517 -0.0780
C 1.0827 4.0885 2.9589 -0.1076
O -0.1063 3.2202 2.9242 -0.2479
O -0.9894 3.8382 3.6968 -0.2402
P -2.4589 3.7763 2.7003 0.7627
O -2.3627 4.9868 1.6831 -0.3286
O -3.9006 3.8519 3.6902 -0.2001
O -2.3223 2.2423 1.8152 -0.5564
P -3.9041 1.7458 1.2764 0.5402
O -4.8109 1.0445 2.6120 -0.4143
I -3.5976 -0.1803 -0.2929 0.4560
H 5.5792 4.0668 3.6538 0.0603
H 3.8932 3.6145 4.4038 0.0647
H 5.0948 2.1981 3.9818 0.0798
H 5.0878 2.8093 1.4502 0.1390
H 2.2972 1.5966 2.7397 0.0790
H 3.0825 1.2653 0.9584 0.0853
H 3.9852 0.7901 2.5422 0.0888
H 3.7775 5.2955 2.0011 0.1239
H 3.7738 4.4292 0.3238 0.1240
H 1.4730 5.5061 1.2323 0.1348
H 1.2953 4.0168 -0.7932 0.0921
H -0.1466 3.5137 0.3285 0.0663
H 1.3819 2.4024 0.1798 0.0654
H 1.8172 3.6367 3.7484 0.1141
H 0.7143 5.1321 3.4064 0.1533
H -3.6200 3.8721 4.6637 0.1104
H -4.3632 1.2581 3.4902 0.0573
C -5.3883 -5.9467 0.5391 -0.0212
C -4.1545 -5.0927 0.6600 -0.4899
O -3.0359 -5.5510 0.4332 0.0483
C -4.3424 -3.6563 1.0690 -0.0573
H -5.1005 -6.9592 0.2366 0.0693
H -5.8982 -6.0015 1.5042 0.0890
H -6.0550 -5.5309 -0.2206 0.0848
H -4.8057 -3.6091 2.0578 0.0906
H -4.9625 -3.1384 0.3330 0.0521
H -3.3664 -3.1616 1.1154 0.0534
C -3.1434 7.5464 -2.5388 -0.0283
C -1.9661 6.8185 -1.9469 -0.4794
O -1.1844 6.1861 -2.6552 0.0368
C -1.7824 6.8943 -0.4547 -0.0333
H -3.1496 7.4038 -3.6247 0.0813
H -4.0732 7.1451 -2.1279 0.0858
H -3.0639 8.6157 -2.3269 0.0844
H -2.6516 6.4638 0.0490 0.0628
H -1.6423 7.9344 -0.1500 0.0897
H -0.8931 6.3225 -0.1691 0.0696
C -0.6324 1.8228 -5.4112 -0.0243
C 0.6014 2.6768 -5.2904 -0.4754
O 1.7200 2.2185 -5.5171 0.0320
C 0.4135 4.1132 -4.8813 -0.0166
H -0.3446 0.8103 -5.7137 0.0831
H -1.1422 1.7680 -4.4461 0.0860
H -1.2991 2.2386 -6.1709 0.0852
H -0.0497 4.1604 -3.8925 0.0740
H -0.2066 4.6311 -5.6173 0.0912
H 1.3895 4.6079 -4.8350 0.0759
C -6.1406 -1.8475 -3.1070 -0.0319
C -7.0786 -0.8804 -2.4355 -0.5009
O -6.9250 -0.5537 -1.2598 -0.0078
C -8.2118 -0.3284 -3.2584 -0.0270
H -5.3723 -2.1628 -2.3930 0.0537
H -6.6925 -2.7303 -3.4395 0.0873
H -5.6515 -1.3624 -3.9555 0.0891
H -8.8561 -1.1435 -3.5976 0.0858
H -7.8151 0.2244 -4.1136 0.0863
H -8.8066 0.3559 -2.6441 0.0856
C 8.5588 4.4034 3.4147 -0.0186
C 8.3915 2.9078 3.3755 -0.4700
O 7.2811 2.3868 3.4660 0.0226
C 9.6356 2.0745 3.2215 -0.0258
H 7.5771 4.8753 3.5293 0.0679
H 9.1839 4.6852 4.2657 0.0879
H 9.0074 4.7517 2.4809 0.0896
H 10.3088 2.2525 4.0639 0.0851
H 10.1322 2.3190 2.2791 0.0865
H 9.3627 1.0139 3.2090 0.0850
C -5.1080 -10.2030 -1.0963 -0.0313
C -4.1550 -10.4561 0.0412 -0.4956
O -4.5548 -10.8634 1.1307 0.0436
C -2.6939 -10.1915 -0.2060 -0.0189
H -6.1281 -10.4369 -0.7738 0.0834
H -5.0662 -9.1509 -1.3889 0.0759
H -4.8534 -10.8443 -1.9439 0.0851
H -2.5445 -9.1387 -0.4589 0.0892
H -2.3317 -10.8322 -1.0140 0.0893
H -2.1254 -10.4177 0.7023 0.0717
C 6.3583 2.1064 -4.1648 -0.0288
C 5.4203 3.0735 -3.4933 -0.4903
O 5.5739 3.4002 -2.3175 0.0348
C 4.2871 3.6255 -4.3162 -0.0296
H 7.1266 1.7911 -3.4508 0.0815
H 5.8064 1.2237 -4.4973 0.0868
H 6.8474 2.5915 -5.0133 0.0839
H 3.6428 2.8104 -4.6554 0.0590
H 4.6839 4.1783 -5.1714 0.0909
H 3.6923 4.3098 -3.7018 0.0806
C -0.0407 -9.4789 3.3656 -0.0273
C 0.8121 -10.2884 2.4257 -0.4947
O 0.7483 -10.1292 1.2078 0.0440
C 1.7462 -11.3002 3.0337 -0.0301
H -0.6648 -8.7896 2.7868 0.0838
H -0.6922 -10.1418 3.9405 0.0873
H 0.5957 -8.8956 4.0358 0.0854
H 1.1743 -12.0444 3.5938 0.0856
H 2.4622 -10.7981 3.6891 0.0849
H 2.2980 -11.8096 2.2365 0.0840



Record 2
102
Properties=species:S:1:pos:R:3:lowdin_charge:R:1 method="wB97M-V/def2-TZVPD" largest_force_ev_per_a=4.9 total_charge=+1 gap_ev=6.57 energy_ha=-2562.4471
C 4.2165 -0.6445 -0.9683 -0.1004
C 4.0613 0.5129 0.1991 -0.2279
O 2.9739 0.2681 1.1592 -0.2046
C 1.6460 0.3219 0.5283 -0.1568
C 1.1482 1.8194 0.0806 -0.0193
N 1.3152 3.0214 1.0339 0.0761
C 0.8208 4.4381 0.6733 0.1075
C 0.0708 4.7852 -0.7598 -0.0596
O -0.4602 6.1178 -1.1371 -0.1604
C 0.6124 7.1215 -1.2207 -0.2168
C 1.2781 7.1548 -2.7535 -0.0779
C -0.1187 3.5835 -1.8770 -0.0070
C -0.8466 3.9021 -3.3130 -0.1649
C -2.5004 3.9168 -3.1058 -0.2405
C -3.2450 2.5699 -3.6730 -0.5325
S -2.9900 2.4143 -5.5591 0.6278
C 0.4408 2.0801 -1.4119 -0.1874
P 0.1985 0.6836 -2.7289 0.3840
S 1.8980 0.6040 -3.7494 0.1262
H 5.2045 -1.2793 -0.8794 0.0889
H 4.1819 -0.0586 -2.0068 0.0488
H 3.3261 -1.4332 -0.9680 0.0768
H 5.0751 0.4667 0.8277 0.1417
H 4.0427 1.6184 -0.2511 0.1328
H 1.4993 -0.3957 -0.3844 0.0968
H 0.8723 -0.0479 1.3588 0.1676
H 1.7633 2.8876 1.9786 0.1637
H 0.9542 5.3260 1.4323 0.1443
H 0.1381 8.1542 -0.9107 0.1445
H 1.5231 6.9185 -0.4854 0.1227
H 0.7031 7.9468 -3.4033 0.0926
H 2.4174 7.4267 -2.5814 0.0939
H 1.2407 6.0815 -3.2733 0.0784
H -0.5818 4.9818 -3.7449 0.1251
H -0.5287 3.1489 -4.1827 0.0974
H -3.0179 4.8527 -3.5827 0.1267
H -2.7136 3.9752 -1.9425 0.1095
H -4.4284 2.6139 -3.5414 0.0948
H -2.8964 1.5978 -3.1009 0.0706
H -2.1351 1.3277 -5.8094 -0.1344
H 0.0469 -0.5907 -2.0740 -0.0088
H -0.8462 1.0147 -3.6671 -0.0458
C 3.4355 -4.1041 1.7080 -0.0992
C 3.7418 -4.3469 0.2366 -0.2782
C 3.9539 -5.8248 -0.1003 -0.2200
C 5.1439 -6.4934 0.5980 -0.2235
C 6.5032 -5.8332 0.3520 -0.2731
C 6.9262 -5.8554 -1.1084 -0.1148
H 4.2653 -4.4134 2.3491 0.0727
H 3.2590 -3.0387 1.8834 0.0597
H 2.5383 -4.6513 2.0133 0.0667
H 4.6132 -3.7532 -0.0590 0.0851
H 2.8999 -3.9733 -0.3588 0.0955
H 4.0660 -5.9239 -1.1871 0.1053
H 3.0448 -6.3822 0.1588 0.0933
H 5.1931 -7.5399 0.2712 0.1129
H 4.9607 -6.5261 1.6787 0.1023
H 7.2592 -6.3659 0.9411 0.1075
H 6.5003 -4.8015 0.7193 0.0969
H 6.9783 -6.8823 -1.4838 0.0783
H 7.9166 -5.4026 -1.2205 0.0714
H 6.2325 -5.2918 -1.7387 0.0643
C -4.7089 4.8110 0.5989 -0.1132
C -5.4010 5.5938 -0.5083 -0.2690
C -4.7581 6.9567 -0.7769 -0.2291
C -4.7955 7.9432 0.3962 -0.2289
C -6.1910 8.2646 0.9377 -0.2719
C -7.0917 8.9387 -0.0854 -0.1122
H -4.7655 5.3328 1.5579 0.0700
H -5.1868 3.8347 0.7229 0.0727
H -3.6549 4.6442 0.3560 0.0541
H -6.4633 5.7073 -0.2678 0.1045
H -5.3568 5.0022 -1.4308 0.0931
H -5.2464 7.4086 -1.6492 0.1043
H -3.7105 6.8045 -1.0659 0.0951
H -4.3143 8.8768 0.0781 0.1100
H -4.1815 7.5554 1.2179 0.0989
H -6.0829 8.9333 1.8000 0.1075
H -6.6748 7.3568 1.3134 0.0998
H -6.6460 9.8727 -0.4419 0.0777
H -8.0612 9.1755 0.3646 0.0743
H -7.2773 8.2928 -0.9482 0.0665
C -0.0383 -6.8539 0.9392 -0.1141
C 0.5251 -7.5579 2.1658 -0.2753
C -0.3263 -8.7438 2.6257 -0.2254
C -1.7512 -8.3955 3.0719 -0.2282
C -1.8507 -7.3738 4.2078 -0.2770
C -1.2099 -7.8502 5.5020 -0.1155
H -1.0226 -6.4217 1.1387 0.0667
H 0.6268 -6.0400 0.6354 0.0488
H -0.1284 -7.5497 0.0993 0.0802
H 0.6519 -6.8340 2.9777 0.0965
H 1.5294 -7.9259 1.9234 0.1012
H 0.1972 -9.2549 3.4432 0.1033
H -0.3898 -9.4736 1.8087 0.1114
H -2.2523 -9.3213 3.3821 0.1114
H -2.3206 -8.0210 2.2128 0.1000
H -2.9110 -7.1701 4.3993 0.1049
H -1.4057 -6.4200 3.9054 0.0958
H -1.6712 -8.7813 5.8459 0.0778
H -1.3401 -7.0973 6.2860 0.0704
H -0.1360 -8.0199 5.3826 0.0662



Record 3
120
Properties=species:S:1:pos:R:3:lowdin_charge:R:1 method="wB97M-V/def2-TZVPD" largest_force_ev_per_a=5.0 total_charge=+1 gap_ev=7.54 energy_ha=-2848.4339
C 3.8233 0.9273 -0.2225 -0.0545
C 3.7398 -0.2391 -1.1084 -0.0590
C 2.5865 -0.3330 -1.9810 -0.0485
C 1.5249 0.6873 -2.0069 -0.2291
N 0.4021 0.4167 -2.9191 0.1242
C -0.5128 -0.4624 -2.4928 -0.2783
N -0.3647 -1.0140 -1.2270 0.1696
C -1.4084 -1.9096 -1.0643 0.0289
N -2.1418 -1.8326 -2.2207 -0.0603
C -3.3121 -2.6681 -2.3564 -0.1246
C -4.1021 -3.1108 -1.1931 0.0284
C -5.2578 -3.9692 -1.4646 -0.0144
C -5.5097 -4.3206 -2.8616 -0.1184
N -4.7868 -3.9482 -3.9493 0.0655
C -3.7389 -3.1360 -3.6690 -0.0922
N -1.6525 -0.9537 -3.1210 0.1939
C 1.6095 1.8562 -1.1588 0.0139
C 2.7915 1.9415 -0.2769 -0.0443
H 4.7007 0.9832 0.4616 0.1066
H 4.4730 -1.0728 -1.1337 0.1083
H 2.4964 -1.2150 -2.6529 0.1140
H 0.3315 0.8280 -3.8468 0.1670
H -1.5479 -2.5276 -0.1341 0.1400
H -3.8208 -2.8113 -0.1505 0.1103
H -5.9330 -4.3494 -0.6663 0.1133
H -6.3836 -4.9971 -3.0524 0.1207
H -3.1091 -2.8139 -4.5420 0.1146
H -2.0033 -0.7095 -4.0434 0.1909
H 0.8055 2.6287 -1.1685 0.1178
H 2.8500 2.8325 0.3937 0.0913
C -0.9542 -3.7850 2.8116 -0.2220
C -0.9005 -3.2875 4.2416 -0.2244
O -2.2275 -3.2178 4.7656 -0.0674
O -1.7681 -2.9071 2.0257 -0.1082
H 0.0428 -3.8242 2.3691 0.1248
H -1.4047 -4.7807 2.7674 0.0937
H -0.4890 -2.2778 4.2798 0.1242
H -0.2962 -3.9452 4.8716 0.1258
H -2.5429 -4.1247 4.8755 0.0905
H -2.4893 -2.6226 2.6080 0.0840
C -5.8322 -1.7393 -6.3797 -0.2673
C -6.9148 -2.7043 -6.8256 -0.2318
O -6.7950 -2.9339 -8.2298 -0.0632
O -5.9431 -0.5189 -7.1006 -0.0688
H -5.9143 -1.5209 -5.3131 0.1090
H -4.8373 -2.1548 -6.5853 0.1053
H -7.9022 -2.2730 -6.6567 0.1088
H -6.8450 -3.6586 -6.2963 0.1152
H -5.9919 -3.4502 -8.3734 0.0977
H -6.2142 -0.7630 -7.9984 0.0827
C -2.4965 -7.8847 2.4732 -0.2373
C -3.7684 -8.6990 2.6164 -0.2297
O -4.8928 -7.8854 2.2708 -0.0738
O -2.5634 -6.7331 3.3103 -0.0922
H -1.6199 -8.4685 2.7568 0.1244
H -2.3766 -7.5377 1.4397 0.1156
H -3.9070 -9.0098 3.6522 0.1281
H -3.7519 -9.5845 1.9754 0.1226
H -4.8562 -7.7309 1.3187 0.0886
H -3.4874 -6.4411 3.2862 0.0807
C -11.2727 0.2026 -7.7256 -0.2507
C -11.1626 -1.1911 -7.1345 -0.2368
O -10.3939 -2.0197 -8.0102 -0.0772
O -11.8748 0.1376 -9.0112 -0.0669
H -11.8787 0.8524 -7.0920 0.1210
H -10.2773 0.6476 -7.8475 0.1148
H -12.1490 -1.6482 -7.0496 0.1253
H -10.6897 -1.1712 -6.1473 0.1139
H -9.4805 -1.7094 -7.9738 0.0650
H -11.5451 -0.6763 -9.4195 0.0794
C 3.8529 3.3963 3.3674 -0.2423
C 3.9275 3.9172 4.7895 -0.2325
O 2.6113 3.9663 5.3444 -0.0688
O 3.0085 4.2356 2.5856 -0.0821
H 4.8413 3.3714 2.9044 0.1175
H 3.4225 2.3868 3.3504 0.1106
H 4.3187 4.9351 4.8015 0.0987
H 4.5597 3.2823 5.4177 0.1147
H 2.3194 3.0536 5.4755 0.0806
H 2.2918 4.5150 3.1749 0.0854
C 5.4219 7.1864 7.1013 -0.2459
C 4.6253 6.6061 8.2562 -0.2326
O 3.2604 6.4441 7.8589 -0.0751
O 4.8608 8.4325 6.7065 -0.0698
H 6.4642 7.3481 7.3814 0.1224
H 5.3834 6.5173 6.2334 0.0931
H 4.6302 7.2911 9.1049 0.1236
H 5.0264 5.6383 8.5732 0.1166
H 3.2268 5.7279 7.2093 0.0681
H 3.9023 8.3352 6.8048 0.0781
C 6.3166 0.4223 -5.3309 -0.2471
C 5.5139 1.6530 -4.9511 -0.2301
O 4.1537 1.2780 -4.7117 -0.0926
O 5.7529 -0.1866 -6.4856 -0.0686
H 7.3543 0.6800 -5.5471 0.1233
H 6.2921 -0.3169 -4.5204 0.1132
H 5.5058 2.3711 -5.7717 0.1259
H 5.9187 2.1349 -4.0564 0.1194
H 4.1357 0.7613 -3.8941 0.0557
H 4.7944 -0.0827 -6.4002 0.0740
C 5.7478 7.0750 2.4114 -0.2335
C 6.9270 7.1834 1.4635 -0.2307
O 7.2710 5.8797 0.9835 -0.0780
O 6.0756 6.2097 3.4932 -0.0829
H 5.4772 8.0504 2.8182 0.1257
H 4.8786 6.6478 1.8965 0.1124
H 7.8020 7.5709 1.9861 0.1263
H 6.6997 7.8333 0.6139 0.1200
H 6.5618 5.5920 0.3951 0.0887
H 6.6269 5.5096 3.1135 0.0782
C 4.5025 -1.2741 5.6500 -0.2415
C 4.6804 0.1421 6.1653 -0.2281
O 3.4015 0.7791 6.2553 -0.0861
O 3.8610 -1.2504 4.3787 -0.0769
H 5.4641 -1.7778 5.5435 0.1239
H 3.8680 -1.8536 6.3308 0.1173
H 5.2795 0.7290 5.4677 0.1194
H 5.1599 0.1540 7.1478 0.1240
H 2.9184 0.3588 6.9783 0.1003
H 3.2182 -0.5276 4.4188 0.0691



Record 4
118
Properties=species:S:1:pos:R:3:lowdin_charge:R:1 method="wB97M-V/def2-TZVPD" largest_force_ev_per_a=13.2 total_charge=-1 relative_energy_kj_mol=189.4 gap_ev=6.21 energy_ha=-3102.6741
N -0.9330 -0.7936 0.2179 0.1850
H -1.3340 -1.2976 -0.5841 0.0964
H -0.7120 0.1494 -0.0821 0.0981
H -0.0610 -1.1946 0.5519 0.1261
H -1.6060 -0.4946 0.9099 0.0803
S 0.2800 -2.9926 -2.1961 0.2333
O 0.3240 -2.7226 -3.6211 -0.3828
O 0.9210 -1.9926 -1.3761 -0.3778
O -1.0890 -3.0666 -1.6721 -0.3677
O 0.8950 -4.3206 -2.0291 -0.3975
O -0.5450 2.2944 1.5459 0.0407
C -0.1770 3.2704 0.8619 -0.3767
O -0.9580 4.3454 0.4419 -0.0134
C -2.2710 4.4064 0.5509 -0.2643
C -2.9680 5.7464 -0.0491 0.0053
C 1.3110 3.4344 0.4789 0.0422
H -2.7220 4.1354 1.5599 0.1453
H -2.6170 3.5954 -0.0191 0.0918
H -2.3930 6.5744 0.4279 0.0961
H -3.9540 5.5904 0.1559 0.0375
H -2.9510 5.8264 -1.0221 -0.0019
H 1.7860 3.2184 1.5129 0.1255
H 1.5330 4.4404 -0.1571 0.1420
H 1.6230 2.7774 -0.1701 -0.0142
O -0.1790 -1.5956 3.0359 0.1034
C -0.2540 -0.9096 4.0469 -0.5139
O -1.0270 -1.0956 5.1409 -0.0250
C -1.9510 -2.1276 5.3039 -0.2331
C -2.3900 -2.2616 6.7569 -0.0119
C 0.6650 0.2844 4.2989 0.0220
H -1.6430 -3.0426 5.0509 0.0657
H -2.7310 -2.0656 4.5799 0.0954
H -3.1010 -1.4096 7.0759 0.1169
H -1.6550 -2.3986 7.4779 0.0667
H -3.0320 -2.9486 6.6639 -0.0062
H 1.1380 0.6144 3.4099 0.0548
H 1.4660 -0.1176 5.0059 0.1100
H 0.2140 1.2774 4.8249 0.1342
O -0.8920 1.8844 -2.1351 -0.0420
C -0.2040 1.8844 -3.2141 -0.5417
O -0.1560 2.7144 -4.1551 0.0594
C -1.1320 3.8364 -4.1411 -0.1653
C -0.8100 4.7214 -5.2451 -0.0691
C 0.9790 0.7654 -3.1421 0.0178
H -1.0930 4.3334 -3.1081 0.1700
H -1.9210 3.4554 -4.2721 -0.0168
H -1.5660 5.4934 -5.2081 0.0778
H -0.7780 4.1664 -6.2321 0.1080
H 0.1450 5.2904 -5.2741 0.0870
H 0.9260 0.2614 -2.2111 0.0316
H 1.9000 1.3564 -3.0051 0.0757
H 0.9910 0.1794 -4.1561 0.1377
O -1.9200 1.0574 0.6009 -0.0002
C -3.0420 0.9694 0.9819 -0.4024
O -3.4070 0.9344 2.3259 0.0312
C -2.4320 1.0674 3.2879 -0.2682
C -2.8660 1.1324 4.7329 -0.0308
C -4.1270 0.4564 0.0269 0.0716
H -1.9390 1.8944 3.0069 0.0632
H -1.7120 0.2364 3.2849 0.1007
H -2.0700 1.0664 5.4849 0.0844
H -3.6200 0.3974 4.7559 0.0662
H -3.3040 2.1154 4.8369 0.0759
H -4.6360 -0.5906 0.2449 0.1493
H -3.7310 0.3744 -0.8161 -0.0181
H -4.9050 1.1194 -0.2441 0.0761
O -1.6950 -2.1366 1.2819 -0.0227
C -2.5940 -2.9866 1.3619 -0.3381
O -3.4370 -3.5176 0.4119 -0.0051
C -3.0780 -3.1056 -0.8931 -0.2581
C -4.0720 -3.7006 -1.9421 -0.0591
C -2.8330 -3.8546 2.7109 0.0224
H -2.1010 -3.3876 -1.1771 -0.1159
H -3.2890 -1.9336 -0.9451 0.1277
H -4.1210 -4.7646 -1.9781 0.0456
H -3.9430 -3.2836 -2.9851 0.0764
H -5.1430 -3.1726 -1.7891 0.0931
H -3.3550 -3.3206 3.4799 0.0178
H -1.7400 -4.0036 3.1689 0.1199
H -3.4740 -4.8006 2.6359 0.0944
O 4.5300 1.2074 0.5689 0.0435
C 4.5980 0.6064 -0.5181 -0.5300
O 5.1930 1.0604 -1.6451 -0.0436
C 5.9690 2.2364 -1.7431 -0.2560
C 6.7120 2.3294 -3.0421 -0.0537
C 3.6050 -0.4646 -0.7631 -0.0136
H 6.4360 2.2474 -0.8281 0.0797
H 5.1780 3.1004 -1.5521 0.1656
H 7.4390 1.5554 -3.2421 0.0775
H 7.3010 3.2444 -3.1731 0.0812
H 5.8130 2.3684 -3.6251 0.0751
H 3.4320 -0.3476 -1.9151 0.1040
H 2.4440 -0.3666 -0.3551 0.1365
H 4.0880 -1.5416 -0.7111 0.1185
O 3.9240 -3.6076 3.1829 0.0877
C 3.7980 -3.3526 2.0059 -0.5560
O 4.8010 -3.0916 1.2319 -0.0406
C 6.0610 -3.2376 1.6019 -0.2340
C 6.9600 -2.6916 0.2919 -0.0488
C 2.5130 -3.3826 1.2399 0.0441
H 6.3600 -4.4136 1.6479 0.1688
H 6.2130 -2.6626 2.4719 0.0972
H 8.0300 -3.0936 0.3609 0.0745
H 6.7520 -1.5616 0.0799 0.0811
H 6.4960 -3.1046 -0.6011 0.0456
H 2.4080 -2.4316 0.6599 0.0706
H 1.7560 -3.5906 1.9499 0.0684
H 2.4440 -4.2036 0.5389 0.0973
C -1.8140 0.0304 -5.5841 0.0049
C -1.8250 0.5374 -4.1561 -0.3718
O -2.4270 1.6044 -3.8541 -0.0145
C -1.2140 -0.4576 -3.0951 -0.0740
H -1.5250 -0.9866 -5.6751 0.0757
H -1.2440 0.6134 -6.3701 0.1116
H -2.7620 0.2384 -5.9021 0.0423
H -0.8800 0.1234 -2.1761 0.0541
H -0.3310 -0.9186 -3.6711 0.0518
H -1.9400 -1.3376 -2.8991 0.1235